A single C3H7NO2 molecule. Source: the OMol25 dataset; level of theory: ωB97M-V/def2-TZVPD.

Positions of all 13 atoms, in Å:
O (-1.018, 0.212, -1.087)
O (0.400, 0.385, 0.421)
N (1.204, -0.245, 1.426)
C (-1.546, -0.161, -2.308)
C (-0.217, -0.612, -0.366)
C (1.506, 0.588, 2.431)
H (-2.186, 0.592, -2.902)
H (-0.962, -0.770, -3.016)
H (1.422, 1.561, 2.663)
H (2.337, 0.101, 3.055)
H (-2.323, -0.984, -2.195)
H (-0.797, -1.311, 0.117)
H (0.577, -1.141, -0.910)

Atoms 1-3, force components in eV/Å:
-0.935 1.692 -1.884
0.885 -0.789 2.393
-0.167 3.539 2.007

As for the spin multiplicity: 1. As for the orbital gap: 10.74 eV. The calculation puts the energy above the lowest of the compared OMol25 structures with the same formula, charge and spin at 514.0 kJ/mol.


2 unconnected molecules or ions with the total composition C4H8NOS. Source: the OMol25 dataset; level of theory: ωB97M-V/def2-TZVPD.

Positions of all 15 atoms, in Å:
S (2.516, 0.106, -0.009)
O (-0.003, -1.944, -1.355)
N (-0.003, 0.011, 1.300)
C (-0.821, 1.768, -1.312)
C (0.067, -1.232, -0.354)
C (0.803, -0.049, 0.019)
C (-0.710, -1.203, 0.928)
H (-0.435, -2.071, 1.376)
H (-1.755, -0.955, 0.767)
H (-1.712, 1.309, -1.590)
H (0.574, -0.089, 2.131)
H (-0.857, 2.237, -0.313)
H (2.840, -0.795, -0.998)
H (-0.066, 2.042, -1.939)
H (-0.439, 0.865, 1.348)

Atoms 1-3, force components in eV/Å:
0.508 0.409 -0.059
0.594 1.601 2.685
3.811 -0.988 0.850

As for the spin multiplicity: 1. As for the orbital gap (spin up / spin down): 6.94 / 8.89 eV. As for the charge: +1. The calculation puts the energy above the lowest of the compared OMol25 structures with the same formula, charge and spin at 474.0 kJ/mol.